Below is a molecular structure, C29H50BrNOP2Sr, with properties calculated with ωB97M-V/def2-TZVPD.

The geometry in XYZ format:
```
85
C29H50BrNOP2Sr, DFT ωB97M-V/def2-TZVPD
N 6.0616 -1.6402 -4.7032
C 5.9320 -2.4821 -3.6770
C 4.6789 -2.8861 -3.1835
C 3.5048 -2.3461 -3.7638
C 3.6782 -1.4595 -4.8542
C 4.9701 -1.1395 -5.2843
C 2.1596 -2.6507 -3.2732
Sr 0.2838 -2.7367 -1.3850
P -3.9181 -2.0330 -0.9591
C 1.1215 -1.7361 -3.5142
C 1.1945 -0.3305 -3.1567
C 0.3217 0.5546 -3.8301
C 0.0801 1.8097 -3.3185
C 0.6756 2.1992 -2.0891
C 1.7521 1.4269 -1.5806
C 2.0479 0.1921 -2.1456
Br -1.1101 0.6290 -0.6325
H 1.9495 -3.7175 -3.0266
H 0.2395 -2.0555 -4.0952
H 4.6460 -3.5927 -2.3552
H 2.8283 -1.0102 -5.3766
H 6.8628 -2.8606 -3.2426
H 5.1179 -0.4588 -6.1303
H -0.1633 0.2105 -4.7542
H 2.9302 -0.3794 -1.8262
H -0.6388 2.4715 -3.7948
H 2.2948 1.7829 -0.7013
P 0.1010 3.7236 -1.2903
C -2.4325 -3.0052 -1.3053
C -2.7473 -4.4579 -1.6895
H -1.8512 -2.9806 -0.3582
H -1.9460 -2.4744 -2.1584
H -1.8808 -5.1261 -1.5575
H -3.5553 -4.8564 -1.0595
H -3.0616 -4.5391 -2.7380
C -3.8915 -0.8196 -2.3356
C -5.1381 0.0625 -2.3261
H -3.8260 -1.3932 -3.2721
H -2.9782 -0.2107 -2.2232
H -5.1349 0.7212 -3.2010
H -6.0538 -0.5410 -2.3564
H -5.1740 0.7016 -1.4359
C -3.6735 -0.9200 0.4920
C -4.6670 -1.1586 1.6347
H -3.7685 0.1169 0.1410
H -2.6422 -1.0159 0.8609
H -4.5006 -0.4109 2.4239
H -5.7042 -1.0641 1.2866
H -4.5489 -2.1579 2.0743
C 0.1622 3.4715 0.5001
C -0.5020 4.5738 1.3261
H 1.2200 3.3498 0.7925
H -0.3362 2.4936 0.6688
H 0.1656 5.4371 1.4586
H -1.4435 4.9290 0.8883
H -0.7292 4.1910 2.3305
C -1.5691 4.0338 -1.8899
C -1.6880 4.9166 -3.1372
H -2.1185 4.4853 -1.0505
H -2.0115 3.0424 -2.0598
H -1.3969 5.9482 -2.9141
H -1.0699 4.5643 -3.9731
H -2.7339 4.9199 -3.4662
C 1.1228 5.1600 -1.6695
C 2.4978 5.1808 -0.9998
H 0.5182 6.0287 -1.3620
H 1.2232 5.1922 -2.7657
H 3.2132 4.5797 -1.5753
H 2.8723 6.2108 -0.9754
H 2.4918 4.8169 0.0367
C 0.3989 -2.2748 2.6154
C 0.9682 -1.3640 1.5594
O 1.5363 -2.1168 0.4433
C 2.8497 -2.7391 0.5719
C 3.7751 -1.9826 1.4990
H -0.3258 -2.9995 2.2165
H -0.1134 -1.6571 3.3590
H 1.1883 -2.8278 3.1378
H 0.1977 -0.7297 1.0943
H 1.7418 -0.6929 1.9409
H 2.6860 -3.7702 0.9126
H 3.2690 -2.7933 -0.4452
H 3.5223 -2.1755 2.5514
H 4.7973 -2.3468 1.3511
H 3.7742 -0.9048 1.2928
```

Results
HOMO (spin up / spin down): -12.53 / -12.53 eV
ΔE to the lowest compared entry with this formula, charge and spin: 19.96 kcal per mole
net charge: +2
energy: -4551.88655 Eh
LUMO level (spin up / spin down): -7.34 / -7.34 eV
2S+1: 1


Below is a gas-phase ion, C6H15N2 (charge +1), with properties calculated with ωB97M-V/def2-TZVPD.

The geometry in XYZ format:
```
23
C6H15N2, DFT ωB97M-V/def2-TZVPD
H 0.3307 1.0870 -1.8920
N 1.0458 0.8098 -1.2915
C 0.6677 0.2768 -0.1977
C 1.7753 -0.1357 0.7021
C 3.2161 0.3692 0.3555
C -0.9018 0.1542 0.0617
C -1.5024 -0.8457 -0.9494
C -1.3097 -0.4606 1.3731
N -1.6539 1.4200 -0.2714
H 1.7560 -1.2112 0.5711
H 1.5036 0.1159 1.7420
H 3.2670 1.4267 0.4958
H 3.8873 -0.1270 1.1356
H 3.4191 -0.0678 -0.6493
H -2.5214 -0.7991 -0.7640
H -1.1294 -1.8869 -0.6756
H -1.3826 -0.5627 -2.0450
H -2.3668 -0.4664 1.3687
H -1.0624 -0.0175 2.3061
H -0.9920 -1.4510 1.5454
H -2.6948 1.2629 -0.2808
H -1.6164 1.6379 -1.2536
H -1.4518 2.0761 0.4444
```

Results
SMILES: [H]/N=C(/CC)C(C)(C)[NH3+]
HOMO: -13.89 eV
ΔE to the lowest compared entry with this formula, charge and spin: 61.37 kcal per mole
net charge: +1
energy: -346.81477 Eh
LUMO level: -3.79 eV
2S+1: 1


Below is C5H8N2 in the gas phase, with properties calculated with ωB97M-V/def2-TZVPD.

The geometry in XYZ format:
```
15
C5H8N2, DFT ωB97M-V/def2-TZVPD
C 2.2771 -0.0372 -0.9385
C 0.8674 -0.0270 -0.3530
C -0.1832 -0.1635 -1.2281
N -1.3597 -0.1270 -0.5440
C -1.1164 0.0315 0.7897
N -2.2535 0.1221 1.6314
C 0.2518 0.0992 0.9640
H 2.8246 0.9103 -0.8508
H 2.9426 -0.8248 -0.5625
H 2.1862 -0.2209 -2.0197
H -0.1617 -0.2758 -2.3022
H -2.2857 -0.2537 -0.9143
H -2.2722 -0.5330 2.4017
H -2.4174 1.0579 1.9835
H 0.7000 0.2419 1.9428
```

Results
SMILES: Cc1c[nH]c(N)c1
HOMO: -7.97 eV
ΔE to the lowest compared entry with this formula, charge and spin: 6.49 kcal per mole
net charge: 0
energy: -304.82515 Eh
LUMO level: 1.05 eV
2S+1: 1


Below is C4H7NO in the gas phase, with properties calculated with ωB97M-V/def2-TZVPD.

The geometry in XYZ format:
```
13
C4H7NO, DFT ωB97M-V/def2-TZVPD
O 1.9941 0.6979 0.2482
C 0.9083 0.2441 -0.5005
C 0.2905 -1.1646 -0.1898
C -1.0537 -0.4685 -0.0369
N -0.8632 0.4429 1.1011
C -0.4644 0.8713 -0.2531
H 1.6822 0.7524 1.1633
H 1.1874 0.3181 -1.5551
H 0.6412 -1.6163 0.7428
H 0.3731 -1.8785 -1.0122
H -2.0422 -0.8121 -0.3203
H -1.7690 0.8506 1.3222
H -0.8845 1.7628 -0.7097
```

Results
SMILES: O[C@H]1C[C@H]2N[C@@H]12
HOMO: -9.38 eV
ΔE to the lowest compared entry with this formula, charge and spin: 60.66 kcal per mole
net charge: 0
energy: -286.53498 Eh
LUMO level: 1.05 eV
2S+1: 1


Below is C3H5NO2 in the gas phase, with properties calculated with ωB97M-V/def2-TZVPD.

The geometry in XYZ format:
```
11
C3H5NO2, DFT ωB97M-V/def2-TZVPD
H 2.4616 0.8582 0.7312
N 1.5459 0.4248 0.6475
C 1.3512 0.0038 -0.5263
O 0.2256 -0.6343 -0.9018
C -0.7721 -0.7510 0.1106
C -1.5827 0.5343 0.1716
O -1.9265 1.0722 1.1915
H 2.0231 0.0771 -1.3845
H -0.3317 -0.9633 1.0869
H -1.4183 -1.5739 -0.2126
H -1.8661 0.9430 -0.8194
```

Results
SMILES: [H]/N=C/OCC=O
HOMO: -9.93 eV
ΔE to the lowest compared entry with this formula, charge and spin: 38.46 kcal per mole
net charge: 0
energy: -322.51304 Eh
LUMO level: 0.84 eV
2S+1: 1


Below is C4H5NOS in the gas phase, with properties calculated with ωB97M-V/def2-TZVPD.

The geometry in XYZ format:
```
12
C4H5NOS, DFT ωB97M-V/def2-TZVPD
O 0.9544 2.1578 -0.1117
C 0.1509 1.2810 0.1829
N -1.3073 1.4121 0.2528
S -2.1306 -0.1110 0.0892
C -0.3922 -0.8214 -0.4275
C 0.9755 -1.4237 -0.0184
C 0.5120 -0.1332 0.6254
H -1.6825 1.8828 -0.8209
H -0.3677 -0.0872 -1.4033
H 1.2510 -2.4659 0.6333
H 1.9863 -1.4167 -0.6494
H 0.0503 -0.2744 1.6476
```

Results
SMILES: O=C1NS[C@@H]2C[C@@H]12
HOMO: -8.97 eV
ΔE to the lowest compared entry with this formula, charge and spin: 134.76 kcal per mole
net charge: 0
energy: -683.39317 Eh
LUMO level: 0.28 eV
2S+1: 1


Below is 6 unconnected molecules or ions with the total composition C45H84ClIN3O12, with properties calculated with ωB97M-V/def2-TZVPD.

The geometry in XYZ format:
```
146
C45H84ClIN3O12, DFT ωB97M-V/def2-TZVPD
C -4.6843 0.3669 0.4286
C -3.2780 0.2482 0.6180
C -2.5827 -1.0784 1.2570
C -1.0920 -1.3283 0.7451
O -0.9223 -2.7683 0.6189
C -0.5136 -3.4136 1.8340
C -1.7597 -3.9365 2.7476
C -2.7823 -4.8182 1.8550
C -2.5790 -6.4081 2.0952
I -3.2305 -6.9474 4.1191
O 0.1566 -4.6756 1.4190
N 0.3076 -4.6576 0.0545
O 1.2802 -5.2737 -0.2508
C 0.3926 -2.5122 2.8254
C 1.2861 -3.4239 3.7999
C 1.1809 -2.9894 5.3681
O 2.0823 -2.2505 5.8691
N 0.1235 -3.4415 6.2888
C -1.2028 -2.8063 6.0233
C 0.0483 -4.9249 6.4052
N 1.1720 -1.4235 2.0867
C 2.1608 -2.0362 1.1368
C 2.0007 -1.7795 -0.4288
C 2.6716 -0.3931 -0.9637
C 2.7397 -0.5795 -2.5902
C 2.0469 0.6268 -3.3902
C 1.1016 -0.0610 -4.5235
C -0.2381 -0.7240 -3.8634
C -1.4792 -0.6300 -4.8709
O -1.8175 0.7603 -5.1018
C -3.2637 0.9470 -4.9771
C 2.0066 -0.6726 3.1298
C 2.6558 0.6878 2.5723
O 2.2159 1.8400 2.8450
O 3.8648 0.7080 1.7851
C 0.0986 -0.5524 1.4811
Cl -0.6884 0.6079 2.7150
H -5.0550 0.6845 -0.6055
H -5.4720 0.2216 1.2568
H -2.5873 1.1200 0.3636
H -2.7566 -1.1836 2.3798
H -3.2033 -1.9398 0.7919
H -1.0853 -0.9449 -0.3495
H -1.3047 -4.6757 3.5140
H -2.2613 -3.0828 3.3086
H -3.8591 -4.5596 2.1530
H -2.6936 -4.6034 0.7363
H -1.4597 -6.6487 2.0539
H -3.1648 -7.0531 1.3617
H -0.3775 -2.0251 3.5401
H 1.0123 -4.5371 3.7958
H 2.4098 -3.3883 3.5311
H -1.0780 -1.7761 5.5504
H -1.9033 -3.5123 5.4613
H -1.6928 -2.6377 7.0584
H 1.1389 -5.3000 6.5080
H -0.3820 -5.4538 5.4863
H -0.4643 -5.2594 7.3849
H 3.2520 -1.7250 1.3685
H 2.2159 -3.1898 1.2377
H 2.6586 -2.5906 -0.9342
H 0.9679 -1.9318 -0.8770
H 3.7558 -0.2741 -0.6353
H 2.0089 0.5191 -0.7966
H 2.2687 -1.5954 -2.8804
H 3.8527 -0.6842 -2.8879
H 2.8870 1.1423 -3.9959
H 1.4802 1.3727 -2.7412
H 0.8289 0.6611 -5.3640
H 1.6421 -0.9497 -5.0314
H -0.0750 -1.8193 -3.5665
H -0.4563 -0.1259 -2.9124
H -2.3518 -1.1977 -4.3795
H -1.1813 -1.1503 -5.8561
H -3.6196 0.7705 -3.8992
H -3.7481 0.2164 -5.7110
H -3.4825 2.0190 -5.3087
H 2.9261 -1.2898 3.4654
H 1.4233 -0.5187 4.1143
H 3.6467 1.2973 1.0183
H 0.5596 0.2037 0.7381
C 6.5604 1.6201 4.2744
C 6.9228 3.0804 4.1232
C 8.4246 3.0127 3.9270
O 8.7011 1.7649 3.2743
C 7.5195 0.9547 3.3091
H 5.5141 1.4017 4.0521
H 6.7698 1.2900 5.2973
H 6.4468 3.4899 3.2260
H 6.6310 3.6966 4.9752
H 8.9519 3.0134 4.8867
H 8.8057 3.8370 3.3200
H 7.1039 0.9247 2.2964
H 7.7800 -0.0631 3.6093
C -1.9238 5.0865 -1.5429
C -2.0062 4.4602 -2.9180
C -0.9084 3.4172 -2.8563
O -0.8150 2.9926 -1.4865
C -1.5801 3.8940 -0.6725
H -2.8420 5.5889 -1.2330
H -1.1077 5.8163 -1.5160
H -2.9787 3.9725 -3.0454
H -1.8720 5.1719 -3.7342
H 0.0601 3.8417 -3.1423
H -1.1131 2.5549 -3.4951
H -2.4846 3.3665 -0.3474
H -1.0020 4.1719 0.2120
C -6.9045 6.3619 0.7965
C -6.5493 7.8293 0.7109
C -5.0522 7.7784 0.4787
O -4.7845 6.5665 -0.2417
C -5.9637 5.7499 -0.2224
H -7.9545 6.1509 0.5871
H -6.6714 5.9814 1.7966
H -7.0463 8.2812 -0.1536
H -6.8234 8.4007 1.5992
H -4.5041 7.7334 1.4258
H -4.6876 8.6340 -0.0942
H -6.4004 5.7684 -1.2269
H -5.6936 4.7195 0.0212
C -7.7690 -2.6976 -5.2193
C -7.5126 -2.1981 -6.6236
C -6.5964 -1.0162 -6.3755
O -5.8456 -1.3146 -5.1895
C -6.4301 -2.4577 -4.5501
H -8.0861 -3.7408 -5.1750
H -8.5406 -2.0844 -4.7423
H -6.9850 -2.9654 -7.1995
H -8.4195 -1.9274 -7.1666
H -7.1689 -0.1015 -6.1885
H -5.9118 -0.8345 -7.2074
H -5.7542 -3.3070 -4.6991
H -6.5240 -2.2711 -3.4776
C 9.4315 -0.0102 -1.7807
C 8.9121 -0.0857 -0.3619
C 7.6098 0.6830 -0.4624
O 7.1166 0.4934 -1.7959
C 8.1529 -0.1015 -2.5902
H 10.1488 -0.7943 -2.0283
H 9.9119 0.9592 -1.9489
H 8.7110 -1.1288 -0.0954
H 9.5959 0.3300 0.3800
H 7.7693 1.7564 -0.3136
H 6.8630 0.3387 0.2574
H 7.8751 -1.1447 -2.7768
H 8.2245 0.4165 -3.5490
```

Results
HOMO: -10.96 eV
net charge: +1
energy: -3589.29154 Eh
LUMO level: -2.82 eV
2S+1: 1


Below is 3 unconnected molecules or ions with the total composition C18H29B3Cl2FNO5, with properties calculated with ωB97M-V/def2-TZVPD.

The geometry in XYZ format:
```
59
C18H29B3Cl2FNO5, DFT ωB97M-V/def2-TZVPD
C 1.1160 -1.6981 3.8918
C -0.4610 -1.2567 3.9890
Cl -0.8199 -1.0303 5.8312
C -0.8257 0.1786 3.2858
Cl -0.0321 1.5103 4.3307
B -0.3951 0.3093 1.7028
O -0.6564 -0.7349 0.6540
B 0.5005 -0.7379 -0.2654
C 0.4866 -1.2020 -1.8489
C 1.8100 -0.6246 -2.6926
F 1.7134 0.8538 -2.9387
O 1.8133 -0.2797 0.2776
B 1.5900 1.1321 0.6548
C 2.9135 2.1508 0.4897
C 2.8053 3.2634 -0.7052
C 4.1336 4.2507 -0.9130
C 5.4237 3.9937 0.1123
C 5.2346 2.8139 1.2327
N 4.0571 1.9014 1.4295
O 0.2768 1.5523 1.1817
H 1.1903 -2.7425 3.3202
H 1.8305 -0.8814 3.4406
H 1.5050 -1.9163 4.9888
H -1.1627 -2.1507 3.6542
H -2.0125 0.2850 3.3275
H -0.4832 -0.7819 -2.3564
H 0.5715 -2.3759 -1.8660
H 1.8050 -1.1960 -3.7315
H 2.8271 -0.8479 -2.1546
H 1.9090 3.4280 -1.4398
H 4.2154 5.0708 -1.7449
H 6.4195 4.6202 0.0705
H 6.1584 2.6500 1.9720
C 0.0130 -3.9501 -6.9545
C 1.4702 -4.1584 -6.6321
C 1.8211 -2.8763 -5.9092
O 0.6298 -2.4340 -5.2441
C -0.4777 -3.2026 -5.7340
H -0.5345 -4.8787 -7.1343
H -0.0833 -3.3168 -7.8445
H 1.5813 -5.0124 -5.9535
H 2.0941 -4.3370 -7.5115
H 2.1216 -2.0927 -6.6128
H 2.6221 -3.0136 -5.1771
H -0.7808 -3.8945 -4.9406
H -1.3172 -2.5386 -5.9576
C -5.5519 1.9661 5.0726
C -5.6909 2.6513 3.7377
C -4.2731 2.6091 3.2108
O -3.6637 1.4278 3.7499
C -4.5167 0.9030 4.7766
H -6.4891 1.5537 5.4547
H -5.1603 2.6730 5.8137
H -6.3491 2.0642 3.0864
H -6.0915 3.6660 3.8037
H -3.6943 3.4717 3.5576
H -4.2327 2.5783 2.1181
H -4.9842 -0.0086 4.3887
H -3.9195 0.6424 5.6547
```

Results
SMILES: C[C@@H](Cl)[C@@H](Cl)B1OB(CCF)OB(c2ccccn2)O1.C1CCOC1.C1CCOC1
HOMO: -8.64 eV
net charge: 0
energy: -2228.92892 Eh
LUMO level: 0.11 eV
2S+1: 1